1.
Computed, not measured: the molecule C20H32N4O2, with wB97M-V/def2-TZVPD.

Output
- SMILES = CCCn1ncc(CN2CCN(Cc3ccc(C)o3)[C@@H](CCO)C2)c1C
- E_HOMO (eV) = -8.13
- frontier orbital gap (eV) = 8.88

Cartesian coordinates (Å):
1 C -1.79828 -6.55763 -0.73697
2 C -1.56994 -5.65966 -1.94553
3 H -1.56501 -6.25790 -2.85858
4 H -2.38239 -4.93447 -2.02342
5 C -0.23516 -4.91198 -1.84557
6 N -0.23563 -3.95175 -0.77704
7 C -0.70750 -2.68354 -0.79686
8 C -0.52843 -2.17911 0.48136
9 C 0.06090 -3.23327 1.19436
10 N 0.22553 -4.29225 0.42585
11 H 0.36282 -3.25617 2.22296
12 C -0.88385 -0.81696 0.97551
13 N -0.31231 0.21644 0.12479
14 C -0.79238 1.53719 0.47772
15 H -1.88570 1.52854 0.46999
16 C -0.29666 2.57929 -0.53872
17 N 1.15185 2.55397 -0.72535
18 C 1.67365 1.20362 -0.86039
19 C 1.13837 0.21292 0.17345
20 H 1.49412 -0.79032 -0.07093
21 H 1.50261 0.47354 1.18306
22 H 1.39362 0.84094 -1.85457
23 H 2.76312 1.24324 -0.80673
24 C 1.91242 3.45756 0.12631
25 C 1.85316 3.21660 1.60283
26 C 2.63210 2.47423 2.43973
27 C 2.06931 2.60854 3.73400
28 C 0.98834 3.42686 3.60047
29 O 0.85447 3.80239 2.30803
30 C 0.00142 3.93446 4.58960
31 H 0.02024 5.02331 4.62099
32 H -1.00713 3.62478 4.31660
33 H 0.23909 3.54545 5.57500
34 H 2.42408 2.15738 4.63813
35 H 3.49933 1.90477 2.17217
36 H 1.54222 4.47002 -0.06819
37 H 2.95653 3.40357 -0.19481
38 C -1.00598 2.38340 -1.88832
39 H -0.76299 1.39939 -2.28741
40 H -2.08348 2.42984 -1.72471
41 C -0.61782 3.45539 -2.90961
42 O 0.70229 3.32898 -3.36755
43 H 1.25104 3.19779 -2.57601
44 H -1.25552 3.37607 -3.79497
45 H -0.77335 4.45214 -2.46472
46 H -0.56022 3.57263 -0.15704
47 H -0.46609 1.81918 1.49462
48 H -1.97281 -0.69084 0.95570
49 H -0.55011 -0.71307 2.02442
50 C -1.26028 -2.02166 -2.00484
51 H -1.43279 -0.97453 -1.77439
52 H -2.20001 -2.48003 -2.31340
53 H -0.56123 -2.08737 -2.83863
54 H -0.02115 -4.39558 -2.78542
55 H 0.56668 -5.62299 -1.63378
56 H -2.78099 -7.02041 -0.78428
57 H -1.04672 -7.34247 -0.70035
58 H -1.72740 -5.98048 0.18147

2.
Computed, not measured: a structure of composition C20H32N6O8P3PdS, with wB97M-V/def2-TZVPD.

Output
- E_HOMO (alpha / beta) (eV) = -16.33 / -16.34
- charge = +3
- frontier orbital gap (alpha / beta) (eV) = 3.93 / 3.95

Cartesian coordinates (Å):
1 Pd 0.35680 0.38492 -0.10845
2 C -4.61963 4.12650 4.01183
3 C -3.48825 3.85834 3.10022
4 C -3.31076 2.57907 2.54224
5 C -2.33580 2.34556 1.59218
6 C -1.51635 3.39836 1.20054
7 C -1.61509 4.65588 1.77957
8 C -2.59741 4.88301 2.72466
9 S -0.36515 3.12698 -0.11779
10 O -0.94179 2.07169 -1.00486
11 O -0.02117 4.31345 -0.83011
12 N 0.94629 2.45206 0.53191
13 C 2.17249 2.45197 -0.04227
14 C 3.14756 3.45347 0.12159
15 C 4.40837 3.21668 -0.39255
16 C 4.69081 2.00800 -1.02047
17 C 3.65599 1.09555 -1.20017
18 N 2.43483 1.34906 -0.76823
19 H -5.13909 3.21473 4.29498
20 H -5.33712 4.79331 3.51948
21 H -4.30804 4.66447 4.90924
22 H -3.97939 1.78150 2.83421
23 H -2.21501 1.37009 1.13327
24 H -0.93633 5.43541 1.47174
25 H -2.69537 5.86126 3.16906
26 H 2.90456 4.35695 0.66073
27 H 5.18374 3.96183 -0.29245
28 H 5.68299 1.77209 -1.37326
29 H 3.81421 0.15556 -1.71212
30 N -1.03226 -1.84947 3.18258
31 C 0.05990 -2.18684 2.22507
32 C 0.69609 -3.49797 2.60106
33 P 1.15264 -0.68392 2.26886
34 O 1.85283 -0.88005 3.67662
35 O 2.10232 -0.61206 1.11437
36 O 0.14405 0.44437 2.30656
37 P -0.72881 -2.04814 0.53793
38 O -1.63000 -3.35455 0.43804
39 O 0.24540 -1.93993 -0.60350
40 O -1.63028 -0.84636 0.62437
41 H -0.66588 -1.82088 4.14618
42 H -1.82145 -2.50971 3.11558
43 H -1.34086 -0.88866 2.91449
44 H 1.12008 -3.43619 3.60542
45 H 1.51030 -3.73514 1.91919
46 H -0.03007 -4.31110 2.56761
47 H 2.74713 -0.54601 3.76182
48 H -1.19132 -4.13659 0.09984
49 C -0.96537 -0.20761 -5.71917
50 N -1.42962 1.04657 -4.99277
51 C -2.85510 0.80165 -4.52468
52 N -2.91228 -0.36530 -3.72487
53 C -2.46805 -1.53749 -4.45519
54 N -1.09147 -1.33540 -4.87003
55 C -0.13963 -1.40294 -3.79986
56 P -0.44548 -0.01518 -2.56035
57 C -0.53252 1.35883 -3.85491
58 C -2.30027 -0.24307 -2.42857
59 H 0.07515 -0.07015 -6.03246
60 H -1.59885 -0.34106 -6.60359
61 H -1.41462 1.84080 -5.64390
62 H -3.48633 0.68461 -5.41273
63 H -3.19794 1.67399 -3.96469
64 H -3.09363 -1.68410 -5.33911
65 H -2.54689 -2.42577 -3.82752
66 H 0.87563 -1.31086 -4.19433
67 H -0.21937 -2.35598 -3.27501
68 H 0.47381 1.54380 -4.24241
69 H -0.87301 2.26566 -3.34988
70 H -2.69265 0.62661 -1.89501
71 H -2.51252 -1.13652 -1.83712

3.
Computed, not measured: a structure of composition C20H33BF4N3PTl, with wB97M-V/def2-TZVPD.

Output
- E_HOMO (eV) = -11.59
- charge = +1
- frontier orbital gap (eV) = 8.64

Cartesian coordinates (Å):
1 Tl -0.21288 -0.77334 -0.00081
2 N 1.43200 1.06138 2.49649
3 C 2.32712 0.83846 1.44666
4 C 3.55146 1.50402 1.46761
5 C 4.45929 1.25489 0.46404
6 C 4.13999 0.33879 -0.53280
7 C 2.89900 -0.24451 -0.49550
8 N 1.99660 0.00615 0.46810
9 C 0.65610 0.11715 3.13178
10 C 0.40787 0.26327 4.50589
11 C -0.31052 -0.70586 5.16012
12 C -0.76661 -1.82171 4.45406
13 C -0.51620 -1.86558 3.10747
14 N 0.14894 -0.90421 2.43959
15 H 1.70302 1.82888 3.08986
16 H 3.78140 2.19075 2.27118
17 H 5.41465 1.76168 0.46138
18 H 4.82488 0.11080 -1.33530
19 H 2.57848 -0.92214 -1.27573
20 H 0.80866 1.11610 5.03757
21 H -0.49904 -0.61382 6.22149
22 H -1.30589 -2.62028 4.94118
23 H -0.86344 -2.69530 2.50215
24 F 0.38393 0.74177 -1.81188
25 B 0.58802 2.11802 -1.31624
26 F 1.92939 2.38980 -1.29783
27 F 0.06444 2.07215 0.01558
28 F -0.14608 2.97170 -2.09756
29 C 0.46770 -2.71958 -0.68284
30 H 1.31559 -3.01097 -0.06905
31 H 0.75953 -2.63493 -1.72692
32 H -0.33854 -3.44252 -0.59048
33 C -3.74024 -0.58574 2.27203
34 C -3.39618 0.61894 1.39998
35 C -2.51624 1.63265 2.13192
36 P -2.62445 0.16622 -0.20070
37 C -3.56266 -1.29484 -0.81648
38 C -5.05231 -1.00842 -1.01851
39 C -2.96323 -1.96269 -2.05769
40 C -2.80035 1.62928 -1.30157
41 C -2.64056 1.26415 -2.77896
42 C -4.08859 2.42434 -1.06771
43 H -4.06059 -0.23641 3.25475
44 H -2.87959 -1.23615 2.42694
45 H -4.54945 -1.18258 1.85395
46 H -4.32956 1.11093 1.11560
47 H -1.62856 1.14618 2.53749
48 H -3.07131 2.06306 2.96641
49 H -2.18408 2.44571 1.48508
50 H -3.45588 -1.99857 0.01810
51 H -5.21172 -0.35837 -1.87830
52 H -5.51840 -0.54579 -0.14849
53 H -5.57476 -1.94554 -1.21562
54 H -3.15672 -1.38604 -2.95852
55 H -3.42352 -2.94302 -2.18714
56 H -1.88646 -2.11549 -1.98369
57 H -1.95997 2.26278 -1.02281
58 H -3.53032 0.76340 -3.16231
59 H -1.76424 0.64576 -2.96588
60 H -2.50200 2.18574 -3.34268
61 H -4.98832 1.83179 -1.23366
62 H -4.10211 3.24831 -1.78200
63 H -4.13589 2.86288 -0.07158

For the records above, the corresponding max |F| values read 1.0; 3.5; 0.2 eV/Å.